--- a ---
Here is C8H13N3 in the gas phase from OMol25. Energies are from wB97M-V/def2-TZVPD.

Atoms and positions in Å:
1 C -0.1003 2.3060 -2.3284
2 C -1.1566 2.6252 -1.4478
3 C 0.6323 1.3791 -1.6715
4 C 0.1832 -0.0048 0.3749
5 C 1.3525 -2.4364 0.2968
6 C -1.0977 -2.1974 0.1313
7 C 0.1328 1.2513 2.3804
8 C 0.2637 -1.5795 -0.3275
9 N -1.1475 1.8016 -0.4313
10 N 0.2573 0.0850 1.6252
11 N -0.0624 1.0360 -0.5653
12 H 0.3167 2.9669 -3.0507
13 H -1.9222 3.4631 -1.5194
14 H 1.5134 0.8628 -1.8823
15 H 1.0880 -3.4740 0.1848
16 H 2.2726 -2.1702 -0.2706
17 H 1.4556 -1.9276 1.2495
18 H -1.2090 -2.1110 1.2226
19 H -1.2526 -3.2203 -0.1826
20 H -1.7625 -1.4802 -0.2801
21 H 0.8380 1.2565 3.2136
22 H -0.9017 1.0282 2.8242
23 H 0.1456 2.2040 1.9535
24 H 0.1607 -1.6641 -1.4995

As for the molecular weight: 151.21 Da. The calculation puts the HOMO-LUMO gap at 10.40 eV. The multiplicity is 1. As for the SMILES: C/N=C(/C(C)C)n1cccn1.

=====

--- b ---
Here is 2 unconnected molecules or ions with the total composition C8H13N3 from OMol25. Energies are from wB97M-V/def2-TZVPD.

Atoms and positions in Å:
1 C -2.2932 1.2579 0.2919
2 C -1.5630 1.1230 1.4455
3 C -2.2165 0.3647 -0.6916
4 C -0.7718 -0.0212 1.5789
5 C -1.3873 -0.7435 -0.6677
6 C -0.5366 -0.9053 0.4362
7 C 1.3843 0.4428 -1.3869
8 C 2.0249 1.0192 0.7821
9 N 0.5198 -2.8112 -0.3655
10 N 0.4411 -1.8377 0.5794
11 N 2.0756 0.0375 -0.2472
12 H -3.0827 2.0766 0.3400
13 H -1.5183 1.9360 2.2105
14 H -2.8205 0.5961 -1.5649
15 H -0.3905 -0.5512 2.4722
16 H -1.2200 -1.4391 -1.5020
17 H 1.7525 0.0537 -2.3456
18 H 0.2714 0.1667 -1.4251
19 H 1.3202 1.4303 -1.5467
20 H 2.8702 0.6790 1.4564
21 H 2.3253 2.0193 0.4824
22 H 1.0401 1.0820 1.3172
23 H 1.4048 -3.3549 -0.2149
24 H 0.3704 -2.6205 -1.4347

As for the molecular weight: 151.21 Da. The calculation puts the HOMO-LUMO gap (spin up / spin down) at 8.18 / 7.70 eV. The multiplicity is 1.

=====

Least stable structure: b

=====

--- a ---
Here is 4 unconnected molecules or ions with the total composition C3H13O3S from OMol25. Energies are from wB97M-V/def2-TZVPD.

Atoms and positions in Å:
1 C -0.2607 3.7188 -0.8595
2 C -0.2277 2.1921 -1.0547
3 C 1.1153 1.5106 -0.7799
4 S 1.0560 -0.3198 -0.9255
5 H -1.2305 4.0352 -1.2042
6 H -0.0789 4.0015 0.1788
7 H 0.5133 4.2042 -1.4456
8 H -0.4816 1.9333 -2.0703
9 H -0.9253 1.7677 -0.3237
10 H 1.8251 1.8549 -1.5288
11 H 1.4070 1.7087 0.2499
12 H -1.0815 -3.7333 5.6110
13 H -0.0598 -2.7017 5.2003
14 O -0.2724 -3.3080 5.9159
15 H -0.4944 -0.5768 -2.4640
16 H -0.7925 0.0730 -3.8971
17 O -1.1700 -0.4411 -3.1804
18 H -0.1170 -1.8900 0.4447
19 H -1.5963 -2.0670 0.4512
20 O -0.8195 -2.2571 0.9855

As for the molecular weight: 129.20 Da. The calculation puts the HOMO-LUMO gap at 6.47 eV. As for the total charge: -1. The multiplicity is 1.

=====

--- b ---
Here is 4 unconnected molecules or ions with the total composition C3H13O3S from OMol25. Energies are from wB97M-V/def2-TZVPD.

Atoms and positions in Å:
1 C -1.7309 0.6920 1.9387
2 C -1.5862 1.2272 0.3670
3 C -0.4788 0.5246 -0.4099
4 S -0.7132 -1.2674 -0.5349
5 H -0.6818 0.5973 2.3205
6 H -2.3227 -0.2341 1.8605
7 H -2.4379 1.2932 2.5217
8 H -2.3775 0.7672 -0.1150
9 H -1.6631 2.3805 0.2367
10 H 0.5053 0.6480 0.2257
11 H -0.4726 0.9179 -1.4669
12 H 2.6212 -1.1935 1.4541
13 H 1.3861 -0.6345 0.7801
14 O 2.3310 -0.4739 0.8909
15 H 0.5141 -1.6916 2.6691
16 H -0.4270 -2.1291 1.6381
17 O -0.3748 -2.0659 2.6091
18 H 2.3082 1.9285 -3.5957
19 H 2.3922 3.4285 -4.1269
20 O 2.3990 2.4819 -4.4023

As for the molecular weight: 129.20 Da. The calculation puts the HOMO-LUMO gap at 6.27 eV. As for the total charge: -1. The multiplicity is 1.

=====

Least stable structure: b

=====

--- a ---
Here is a gas-phase ion, C5H7N2 (charge +1) from OMol25. Energies are from wB97M-V/def2-TZVPD.

Atoms and positions in Å:
1 C -0.3567 -1.3528 -1.2028
2 C 0.4755 -0.2201 -1.4758
3 C -0.7222 -1.6515 0.0650
4 C -0.0183 0.2955 1.2096
5 C 0.3258 0.9871 -0.8854
6 N -0.4288 -0.8295 1.1004
7 N 0.1549 1.3233 1.9595
8 H -0.4948 -2.1019 -1.9694
9 H 1.3465 -0.4242 -2.0884
10 H -1.1432 -2.6009 0.3551
11 H 1.0710 1.7542 -1.0299
12 H -0.6521 1.3356 -0.5831
13 H 0.9293 1.9599 1.8245
14 H -0.4868 1.5253 2.7206

As for the molecular weight: 95.12 Da. The calculation puts the HOMO-LUMO gap (spin up / spin down) at 6.38 / 6.88 eV. As for the total charge: +1. The multiplicity is 3.

=====

--- b ---
Here is a molecular structure, C5H7N2 from OMol25. Energies are from wB97M-V/def2-TZVPD.

Atoms and positions in Å:
1 C 1.4308 -0.1281 0.6930
2 C 0.3126 0.8203 0.4081
3 C 0.1308 -0.1863 -1.0550
4 C -1.0161 0.2882 0.7647
5 C -1.3126 -0.4479 -0.5712
6 N 1.2142 -0.8697 -0.3773
7 N 0.3919 1.5992 -0.6656
8 H 2.4760 -0.1200 1.2060
9 H -0.8611 -0.5002 1.5705
10 H -1.7317 1.0328 1.1364
11 H -1.9423 0.0731 -1.2924
12 H -1.5966 -1.4612 -0.4399
13 H 1.1600 -1.9302 -0.3871
14 H 1.3442 1.8302 -0.9902

As for the molecular weight: 95.12 Da. The calculation puts the HOMO-LUMO gap (spin up / spin down) at 7.45 / 9.08 eV. As for the total charge: +1. The multiplicity is 3.

=====

Least stable structure: b

=====

--- a ---
Here is C3H7OP in the gas phase from OMol25. Energies are from wB97M-V/def2-TZVPD.

Atoms and positions in Å:
1 C 0.9371 -0.4030 0.0055
2 C -1.7826 -0.3407 0.3100
3 C -0.5228 0.4725 0.0783
4 O 0.9612 -1.5772 -0.1885
5 P 2.3500 0.7270 0.0474
6 H -2.1630 -0.9360 -0.5776
7 H -2.6130 0.3994 0.5917
8 H -1.6791 -1.0386 1.1196
9 H -0.1970 1.1779 0.8053
10 H -0.5470 0.8716 -0.8751
11 H 3.2881 -0.3185 0.0172
12 H 1.9683 0.9655 -1.3338

As for the molecular weight: 90.06 Da. The calculation puts the HOMO-LUMO gap at 9.64 eV. The multiplicity is 1. As for the SMILES: CCC(=O)P.

=====

--- b ---
Here is 2 unconnected molecules or ions with the total composition C3H7OP from OMol25. Energies are from wB97M-V/def2-TZVPD.

Atoms and positions in Å:
1 C -1.4888 -0.6295 -1.4180
2 C 2.4441 -0.3662 0.4208
3 C -0.9676 0.7148 0.7963
4 O 2.1059 0.1387 -0.6277
5 P -0.7716 -0.9547 0.0997
6 H -1.5204 -1.4820 -2.0839
7 H -1.9340 0.2725 -1.7891
8 H 1.7021 -0.9112 1.1085
9 H 3.4893 -0.0613 0.7471
10 H -1.8268 0.7992 1.3878
11 H -0.0539 0.9982 1.3372
12 H -1.1782 1.4814 0.0213

As for the molecular weight: 90.06 Da. The calculation puts the HOMO-LUMO gap at 9.53 eV. The multiplicity is 1. As for the SMILES: C=PC.C=O.

=====

Least stable structure: b

=====

--- a ---
Here is C2H4N6 in the gas phase from OMol25. Energies are from wB97M-V/def2-TZVPD.

Atoms and positions in Å:
1 C -2.0151 0.2091 -0.2416
2 C 0.1666 -0.3345 -0.1175
3 H -3.2427 -0.5807 0.9089
4 H -1.9187 1.0970 -0.9374
5 H 2.6266 1.4633 -0.2007
6 H 0.1572 1.5909 0.4916
7 N -3.1774 0.1751 0.2301
8 N -1.0530 -0.7651 -0.0633
9 N 1.3031 -1.1975 -0.0603
10 N 2.3119 -0.4574 0.0818
11 N 1.9269 0.8337 0.2523
12 N 0.6126 1.0087 -0.1703

As for the molecular weight: 112.10 Da. The calculation puts the HOMO-LUMO gap at 9.04 eV. The multiplicity is 1. As for the SMILES: [H]/N=C\N=c1\nn[nH][nH]1.

=====

--- b ---
Here is C2H4N6 in the gas phase from OMol25. Energies are from wB97M-V/def2-TZVPD.

Atoms and positions in Å:
1 C -1.3361 -0.0861 -0.0366
2 C 1.9342 0.6939 -0.0340
3 H -1.1793 1.8810 0.4307
4 H -2.7020 1.3907 -0.4825
5 H -2.8874 -1.1417 -0.4399
6 H 2.7169 1.4559 -0.3772
7 N -1.8837 1.0810 -0.0596
8 N -1.8916 -1.2238 0.0173
9 N 0.1186 -0.0970 0.3389
10 N 0.7230 1.0241 0.0266
11 N 2.0555 -0.6502 -0.1280
12 N 0.9445 -1.1673 -0.0106

As for the molecular weight: 112.10 Da. The calculation puts the HOMO-LUMO gap at 9.91 eV. The multiplicity is 1. As for the SMILES: [H]/N=C(\N)n1ncnn1.

=====

--- c ---
Here is C2H4N6 in the gas phase from OMol25. Energies are from wB97M-V/def2-TZVPD.

Atoms and positions in Å:
1 C 0.2360 -0.4031 -0.0046
2 C 0.2088 1.0258 0.0578
3 H 2.3402 -0.6955 0.5262
4 H 1.5708 -2.0877 -0.1350
5 H -2.9452 -0.9496 0.0227
6 H 2.0156 1.4715 -0.3844
7 N 1.4817 -1.0603 -0.0460
8 N -0.8767 -1.1547 0.0560
9 N -2.0094 -0.4656 -0.0983
10 N -2.1285 0.8462 -0.0292
11 N -1.0613 1.5435 0.0930
12 N 1.1681 1.9295 -0.0583

As for the molecular weight: 112.10 Da. The calculation puts the HOMO-LUMO gap at 8.77 eV. The multiplicity is 1. As for the SMILES: [H]/N=c1/nn[nH]nc1N.

=====

Least stable structure: b

=====

--- a ---
Here is C2H4N6 in the gas phase from OMol25. Energies are from wB97M-V/def2-TZVPD.

Atoms and positions in Å:
1 C -0.5198 1.7501 1.2607
2 C -0.0013 -0.8614 -1.3263
3 H -0.9710 2.6758 1.2230
4 H 0.2806 1.3882 1.9423
5 H 0.6811 -0.8362 1.8230
6 H -1.5353 -0.0134 -2.2077
7 N -0.6409 1.0054 0.2291
8 N -0.0385 -0.1896 -0.0656
9 N 1.1091 -0.6596 0.7639
10 N 1.3356 -1.8292 0.0331
11 N 1.0688 -1.8125 -1.2893
12 N -0.7685 -0.6175 -2.3861

As for the molecular weight: 112.10 Da. The calculation puts the HOMO-LUMO gap at 8.21 eV. The multiplicity is 1. As for the SMILES: [H]/N=c1/nn[nH]n1N=C.

=====

--- b ---
Here is C2H4N6 in the gas phase from OMol25. Energies are from wB97M-V/def2-TZVPD.

Atoms and positions in Å:
1 C -1.1156 0.0269 -0.0001
2 C 1.1592 0.0419 -0.1207
3 H -3.1266 0.0406 0.2794
4 H -2.4824 -1.5473 -0.1699
5 H 3.2802 -0.0314 0.2662
6 H 2.4522 -1.5039 -0.1053
7 N -2.3185 -0.5785 -0.0582
8 N -1.1359 1.2985 0.0822
9 N -0.0898 2.0082 0.0306
10 N 1.0732 1.3839 -0.2314
11 N 2.3197 -0.5263 0.1325
12 N -0.0156 -0.6124 -0.1054

As for the molecular weight: 112.10 Da. The calculation puts the HOMO-LUMO gap at 9.57 eV. The multiplicity is 1. As for the SMILES: Nc1nnnc(N)n1.

=====

Least stable structure: a